No. 1
Molecular formula: C13H42N6O7
Method: DFT, ωB97M-V/def2-TZVPD

Geometry as XYZ:
```
68
Properties=species:S:1:pos:R:3:forces:R:3
C 2.5693 1.0069 0.8070 0.9635 -1.3103 -1.2209
O 3.5320 -0.0467 0.4384 -0.7464 1.4755 1.1217
C 3.0686 -0.9186 -0.5297 0.9667 0.3473 -1.5344
C 4.2755 -1.6703 -1.1073 -0.3133 -1.2093 0.5891
C 4.8344 -0.9849 -2.3403 -0.0031 0.3565 0.4299
N 3.8149 -3.0201 -1.5509 1.2012 -0.3067 -0.4694
H 2.4746 1.6156 -0.0992 -0.4704 0.1247 0.1355
H 3.1299 1.5976 1.5291 -0.5833 -0.1118 0.3869
H 1.5638 0.5899 1.1110 1.1599 0.4662 0.0046
H 2.2885 -1.5349 -0.1505 -0.6174 -0.9669 0.4053
H 2.6760 -0.4193 -1.4355 -0.3646 0.4147 0.4934
H 5.0390 -1.8576 -0.3429 -0.0639 0.6835 0.1165
H 4.9536 0.1116 -2.2141 0.1793 -0.6980 0.0840
H 4.0498 -1.1376 -3.0831 0.3645 0.0283 -0.4706
H 5.7833 -1.4710 -2.6228 -0.4025 0.4040 -0.2104
H 4.6767 -3.4998 -1.8706 -0.6970 0.3891 -0.4308
H 3.6455 -3.5887 -0.7387 -0.6025 -0.0033 0.7803
C 1.5725 4.6943 0.7725 0.8020 1.4413 -1.3521
O 0.5680 4.5415 -0.2383 1.8648 -0.1906 0.8969
C -0.6719 4.3623 0.3276 -1.6648 -1.0497 0.2563
C -1.6307 4.5067 -0.8769 -0.9293 0.5922 1.5227
C -1.6784 5.9410 -1.4758 -0.1876 -0.7372 0.1150
N -3.0032 4.0509 -0.5054 0.3362 -0.4329 -0.0962
H 1.7442 3.8213 1.3976 -0.2153 -0.2099 -0.0402
H 1.3628 5.5875 1.3855 -0.2456 -0.4230 0.1136
H 2.5013 4.9821 0.2244 -0.5293 -0.6067 0.4171
H -0.8040 3.3171 0.8242 0.2197 1.4845 -0.7682
H -0.8358 5.1226 1.1083 -0.2552 -0.0825 -0.0578
H -1.2205 3.8006 -1.5745 0.0101 -0.2337 -0.6485
H -2.0272 5.7337 -2.4903 0.1139 0.7892 -0.1250
H -0.7546 6.5292 -1.4476 0.0661 -0.5810 -0.2601
H -2.4175 6.5652 -0.9577 -0.0523 -0.3129 -0.0390
H -3.5587 3.6582 -1.2626 0.4934 0.2116 -0.1710
H -3.5654 4.8017 -0.1324 0.1306 0.1705 0.1773
N 0.5323 -3.8148 -1.7123 2.8271 1.3950 0.3036
C 0.0012 -2.5989 -2.2068 0.8815 -1.4866 0.3355
N 0.9323 -1.8609 -2.9273 0.1428 1.8283 -0.6206
O -1.1875 -2.2875 -2.0930 1.0057 0.1869 -0.2126
H 1.5944 -3.7184 -1.4729 -2.5153 -0.2189 -1.0138
H 0.0903 -4.2645 -0.9077 -0.6227 0.6212 -0.4932
H 0.6820 -0.8822 -3.2277 0.0354 -1.9171 0.6017
H 1.9524 -2.0586 -3.0313 -1.6064 -0.4042 0.6146
N -2.7899 -3.2366 0.0604 -0.3871 0.1947 1.2719
C -1.9933 -3.8849 0.9632 -1.3179 -0.3435 -0.1688
N -2.6009 -4.1857 2.1618 1.2297 0.0880 -0.2843
O -0.8638 -4.2543 0.6726 0.8377 -0.0705 0.5707
H -3.6652 -2.8014 0.4296 1.3921 -0.1931 -0.8471
H -2.2211 -2.8292 -0.6890 -0.6381 0.1402 -0.2581
H -3.5861 -4.0735 2.1276 -0.6115 -0.2381 0.7146
H -2.1184 -4.8043 2.8170 -0.6177 0.3908 -0.6024
C 1.8892 -3.1083 2.7700 0.2041 1.3093 -0.1944
O 1.8594 -3.8297 1.5681 1.5331 0.2243 -0.3177
H 1.7308 -3.7815 3.5957 0.1703 -0.0873 0.6518
H 2.8440 -2.5283 2.8559 -0.5221 -0.9067 -0.0296
H 1.1252 -2.3135 2.8047 -0.0999 -0.3116 -0.0380
H 0.9661 -3.9846 1.3034 -1.3315 -0.2131 -0.2052
C -5.1318 0.1040 2.8373 0.0342 1.6452 -0.1455
O -4.7313 -0.4669 1.6317 -0.3502 -1.1473 0.2122
H -5.5279 -0.6027 3.5225 -0.5178 -0.8925 0.3001
H -4.2989 0.5775 3.3408 0.4778 0.1473 0.2953
H -5.8590 0.9187 2.6707 -0.1052 -0.3638 0.1306
H -4.3454 0.2321 1.1149 0.5464 0.3967 -0.9222
C -1.9640 0.3127 -0.3597 -0.0785 0.0728 1.5795
O -3.2348 0.9823 -0.3063 -0.0961 -1.3312 0.3193
H -2.0132 -0.2901 -1.2275 0.5067 -0.5187 -0.8960
H -1.1265 1.0101 -0.3369 -0.0227 0.1922 -0.4854
H -1.7420 -0.3736 0.5144 -0.8065 0.6755 -0.6328
H -3.1547 1.9095 -0.1427 0.4945 1.2234 0.3146
```
Positions in Å, forces in eV/Å.

Values from the calculation:
Lowest unoccupied orbital energy ... 0.02253 Eh
2S+1 ... 1
Kohn-Sham gap ... 10.0 eV
Total charge ... 0
Molecular weight ... 394.5 g/mol
Structure (SMILES) ... COC[C@H](C)N.COC[C@H](C)N.NC(N)=O.NC(N)=O.CO.CO.CO

Löwdin atomic charge list, values in e, 8 entries: atom 1 (C): -0.058, atom 2 (O): -0.191, atom 3 (C): -0.255, atom 4 (C): -0.415, atom 5 (C): -0.063, atom 6 (N): 0.022, atom 7 (H): 0.080, atom 8 (H): 0.081

No. 2
Molecular formula: C13H42NO6
Method: DFT, ωB97M-V/def2-TZVPD

Geometry as XYZ:
```
62
Properties=species:S:1:pos:R:3:forces:R:3
N 16.8698 17.1695 21.3099 -0.4286 -0.1586 -0.5272
H 16.1820 17.8120 20.9437 -0.1256 0.7115 -0.6803
H 16.6660 16.2474 20.9515 -0.1256 -0.6849 -0.1361
H 16.6443 17.1598 22.2944 0.4269 -0.3416 0.5421
H 17.8340 17.3786 21.0942 0.8336 0.4311 0.1021
C 13.8387 19.3036 21.9053 0.0220 -0.6713 -0.4067
O 14.6827 18.7757 20.8702 0.0710 0.8517 0.7736
H 14.4437 19.8264 22.6461 0.0059 0.0662 -0.2277
H 13.0705 19.9524 21.4844 0.1380 0.2720 0.0495
H 13.3215 18.4827 22.4019 -0.0390 -0.0759 0.1937
H 14.1207 18.5285 20.1322 -0.2980 -0.2703 -0.3178
C 15.4037 12.6408 22.1969 -0.1760 -0.5616 1.2195
C 15.9269 14.0577 22.3615 1.8166 -3.0183 0.3941
C 17.3778 13.9575 23.0237 -1.7496 1.1418 0.3544
O 16.0383 14.6023 21.0824 -0.5142 1.3253 -0.9222
H 14.3664 12.5908 21.8658 0.1023 0.0620 -0.3488
H 15.4205 12.2041 23.1954 -0.1740 -0.2039 0.1580
H 16.0617 11.9839 21.6279 -0.0257 0.2262 -0.4080
H 15.1506 14.5257 22.9669 0.5023 0.8990 -0.1276
H 17.3086 13.6030 24.0522 -0.1428 -0.1568 0.0744
H 17.7468 14.9801 23.1019 0.4331 -0.0780 -0.1573
H 18.0913 13.3199 22.5018 -0.3046 0.1352 -0.3509
H 16.3649 13.9396 20.4694 0.1310 -0.2043 0.0296
C 12.5301 16.5263 17.0139 -1.5099 0.3521 0.0141
C 13.1462 16.4480 18.3991 1.1281 -0.9158 -1.1896
C 14.6290 16.3312 18.1940 0.2950 -0.2940 0.7215
O 12.9292 17.6216 19.1226 -0.8131 0.9336 0.1657
H 11.4631 16.7040 17.1479 -0.3904 -0.0237 -0.1061
H 12.5835 15.6378 16.3846 0.3677 -0.1370 0.3273
H 12.8653 17.3834 16.4298 0.4535 -0.0025 0.1682
H 12.7397 15.6244 18.9861 -0.0110 -0.3548 -0.1992
H 14.8207 15.5010 17.5141 0.2864 0.1723 -0.0817
H 15.1562 16.1452 19.1297 -0.0398 -0.0781 0.0300
H 14.9857 17.2904 17.8188 0.1073 -0.2017 -0.2513
H 11.9988 17.8121 18.9824 -0.1894 0.4903 0.3332
C 18.1511 16.5709 18.0332 0.0616 -0.7734 -0.7133
C 17.9952 18.0152 17.7296 -0.4502 1.3292 -0.6208
C 17.3111 18.3974 16.3968 -0.1818 0.2698 0.8061
O 17.3013 18.6394 18.8281 -0.2126 -0.5480 0.0093
H 18.3523 16.0132 17.1185 0.4041 0.1212 -0.2131
H 17.2328 16.0853 18.3633 0.1507 0.2434 0.6442
H 19.0282 16.4711 18.6727 -0.4169 -0.5632 0.3784
H 18.9949 18.4496 17.7167 0.1961 0.0829 -0.2051
H 17.1528 19.4745 16.4489 0.2633 0.2780 -0.3050
H 16.2937 18.0181 16.3010 0.1386 -0.4874 -0.0235
H 17.9024 18.1657 15.5109 -0.0064 -0.1015 0.1218
H 17.0870 19.5474 18.6016 0.1107 0.1224 -0.0426
C 17.6915 17.8633 25.6667 -0.8002 -0.6384 0.1391
C 16.7127 18.2995 24.5434 1.6933 1.8418 0.7600
C 17.4359 19.1077 23.5210 0.8470 0.9308 -0.2395
O 16.1084 17.2545 23.8351 -0.7285 -0.7443 1.3683
H 18.4446 17.1542 25.3228 -0.0278 0.0572 -0.2313
H 17.1280 17.3798 26.4647 -0.1622 -0.3708 0.0304
H 18.2004 18.6607 26.2084 -0.0790 0.4254 -0.5620
H 15.9607 18.9568 24.9799 -0.3784 -0.1594 0.2228
H 16.7718 19.5243 22.7637 -0.0164 -0.2690 -0.2106
H 18.2416 18.5187 23.0827 -0.0364 0.0750 -0.2647
H 17.9246 19.9745 23.9660 -0.0106 -0.0272 0.2256
H 15.6001 16.8204 24.5242 -0.3749 -0.7629 -0.3325
O 19.7233 17.2939 21.2680 -1.1182 0.8128 0.0584
H 20.2230 16.8818 21.9727 0.5059 -0.4738 0.6974
H 20.1471 16.9915 20.4647 0.5660 -0.3082 -0.7106
```
Positions in Å, forces in eV/Å.

Values from the calculation:
Lowest unoccupied orbital energy (alpha / beta) ... 0.00874 / 0.00535 Eh
2S+1 ... 2
Kohn-Sham gap (alpha / beta) ... 2.1 / 10.3 eV
Total charge ... 0
Molecular weight ... 308.5 g/mol
Expectation value of S² ... 0.75

Löwdin atomic charge list, values in e, 8 entries: atom 1 (N): 0.275, atom 2 (H): 0.061, atom 3 (H): 0.063, atom 4 (H): 0.040, atom 5 (H): 0.052, atom 6 (C): -0.115, atom 7 (O): -0.156, atom 8 (H): 0.071

No. 3
Molecular formula: C13H42O8
Method: DFT, ωB97M-V/def2-TZVPD

Geometry as XYZ:
```
63
Properties=species:S:1:pos:R:3:forces:R:3
C 1.9696 -2.4378 3.2605 -1.3296 -0.4446 1.1492
O 3.1871 -2.5050 3.8685 -1.2743 -1.8243 0.9141
H 1.1947 -3.0756 3.6859 0.4833 -0.1193 0.8696
H 1.6031 -1.4125 3.2106 0.3154 0.4437 -0.8384
H 2.0540 -2.9136 2.2834 0.4353 0.3744 -1.3698
H 3.7953 -1.9319 3.3959 1.5246 2.0573 -1.2804
C 4.2783 0.4010 -1.5608 -0.6401 2.1393 -0.2582
O 2.8790 0.1201 -1.6549 -0.5324 -1.0170 -0.1556
H 4.2057 1.4875 -1.6078 1.2868 0.3058 0.5978
H 4.6817 0.0698 -0.6039 0.0584 -0.1653 -0.3100
H 4.8748 0.1690 -2.4431 -0.2205 -0.8712 0.1381
H 2.4391 0.9210 -1.9494 0.0265 -0.1103 -0.2239
C 0.0775 -0.9581 0.2343 0.3096 0.7112 -0.6761
O 1.5681 -1.0391 0.3498 -2.7936 -0.7176 1.3454
H -0.5913 -1.3203 1.0150 1.0589 -0.4563 0.8718
H -0.2170 0.0879 0.1491 0.2077 0.2285 -0.0569
H -0.3385 -1.4455 -0.6474 0.6344 -0.1914 -0.3114
H 1.8491 -0.4672 -0.3682 0.8157 0.0767 -0.7390
C -1.2918 -3.9942 -2.8308 1.4639 -0.5716 0.3187
C -2.6133 -3.8092 -2.1399 0.6979 -2.8918 -2.6213
O -2.5298 -2.7589 -1.3405 -0.3381 3.4949 3.1653
H -0.4896 -3.9861 -2.0929 -0.0321 0.1553 0.6553
H -0.9711 -3.1742 -3.4733 -0.4764 -0.3437 -0.6100
H -1.1635 -5.0176 -3.1836 -0.2491 0.2454 -1.0205
H -2.7591 -4.7466 -1.6033 -0.6787 -0.0808 0.0627
H -3.3849 -3.6529 -2.8938 -0.3246 -0.1796 0.1218
H -2.4208 -3.0503 -0.4323 -0.0841 0.1566 -0.0045
C -1.8057 -0.0653 -3.3315 0.5953 0.8104 0.8136
C -3.1575 -0.0914 -4.0113 1.0252 0.0855 -0.6472
O -3.4081 1.1746 -4.5609 -0.4079 1.3136 -0.1936
H -1.7951 -0.1778 -2.2474 -0.2605 -0.7523 -0.0408
H -1.3818 0.9358 -3.4092 -0.0395 0.1765 -0.5402
H -1.1185 -0.7412 -3.8404 0.0746 -0.0951 0.4380
H -3.9951 -0.3566 -3.3662 0.1367 -0.6911 -0.1458
H -2.9355 -0.6745 -4.9051 -0.9782 -1.1474 0.3527
H -3.9863 1.0247 -5.3125 -0.1158 0.3297 -0.0253
C 3.3786 1.6339 1.7929 1.6159 0.7201 1.6968
C 4.2017 0.6607 2.7532 -2.4831 1.6061 -1.2908
O 4.1894 -0.5877 2.0957 1.4060 -2.0978 0.9757
H 4.0390 1.9909 1.0026 -0.1419 -0.5011 -0.3486
H 3.1948 2.5602 2.3372 -0.3767 0.0094 0.1680
H 2.4299 1.2463 1.4214 0.2254 -0.2814 0.0971
H 3.7184 0.5771 3.7266 -0.4677 -0.0750 0.1581
H 5.1836 1.0494 3.0230 0.2936 -0.4132 -0.8046
H 3.4439 -0.7311 1.5081 -0.5035 0.6402 -0.3274
C -0.1606 4.7842 -0.2673 0.2854 0.0408 -0.4324
C 0.1802 3.5213 0.5341 -0.4362 1.0967 0.3988
O 0.2277 3.8924 1.9185 0.1398 0.2263 -0.1501
H 0.6172 5.5459 -0.3223 0.3610 -0.2241 0.5346
H -1.0439 5.3120 0.0923 -0.1182 -0.3933 0.1006
H -0.2977 4.5325 -1.3190 -0.3260 -0.2416 -0.0288
H 1.1431 3.1198 0.2185 0.1209 -0.1562 -0.1042
H -0.6100 2.7883 0.3718 -0.0040 -0.2064 -0.0709
H 0.1655 3.1451 2.5179 -0.0158 -0.1937 -0.2597
C -3.4951 0.8792 1.5136 -0.7507 0.1777 0.5910
C -4.0341 0.4194 2.8819 -0.2481 -1.2931 0.1996
O -3.2190 -0.6254 3.4512 0.8100 0.2499 -0.5127
H -2.6758 1.5747 1.6956 0.1592 0.0070 -0.2881
H -4.2614 1.3829 0.9243 -0.0450 0.3424 0.2584
H -3.1999 0.0647 0.8521 0.2312 -0.3064 0.3671
H -4.9855 -0.1122 2.8608 -0.3583 0.6457 -0.5112
H -4.0832 1.1829 3.6583 -0.1599 0.5346 -0.4901
H -2.3498 -0.3954 3.1147 0.4121 -0.3475 0.3288
```
Positions in Å, forces in eV/Å.

Values from the calculation:
Lowest unoccupied orbital energy (alpha / beta) ... -0.10655 / -0.35709 Eh
2S+1 ... 2
Kohn-Sham gap (alpha / beta) ... 9.0 / 2.2 eV
Total charge ... +1
Molecular weight ... 326.5 g/mol
Expectation value of S² ... 0.75

Löwdin atomic charge list, values in e, 8 entries: atom 1 (C): -0.010, atom 2 (O): 0.268, atom 3 (H): 0.132, atom 4 (H): 0.145, atom 5 (H): 0.168, atom 6 (H): 0.105, atom 7 (C): -0.099, atom 8 (O): -0.136

Q: What is the 2S+1 in the third record?
A: 2

Q: Which of these has the lowest molecular weight?
A: C13H42NO6